Computed, not measured: a cluster of 11 separate species, C16H54N4O11 in total in a non-equilibrium geometry, with ωB97M-V/def2-TZVPD.

Structure (XYZ):
```
85
Properties=species:S:1:pos:R:3:forces:R:3:lowdin_charge:R:1
C 0.46818 3.84788 -1.59208 0.21 0.74 -0.55 -0.09
C 0.24318 4.40488 -0.22708 -0.32 0.13 -0.02 -0.34
O -0.69082 3.57788 0.35492 -2.10 0.06 1.16 -0.11
H -0.43982 3.55988 -2.08708 -0.79 -0.45 0.28 0.07
H 1.15418 3.02688 -1.56208 0.40 -0.47 -0.06 0.05
H 0.79718 4.60688 -2.24308 1.22 0.98 -0.99 0.06
H -0.10582 5.44988 -0.20108 0.00 -0.36 -0.17 0.12
H 1.11418 4.31788 0.39692 1.05 0.47 -0.02 0.09
H -0.21982 2.74488 0.46492 0.08 -0.67 0.31 -0.01
C -2.38082 0.33388 -0.94408 0.96 1.15 -0.28 -0.09
C -3.68782 0.43488 -0.19108 0.69 0.66 1.44 -0.32
O -4.14282 -0.84912 0.06292 -1.07 -1.65 -0.02 -0.09
H -2.49782 -0.00412 -1.97208 -0.46 -0.31 -0.05 0.07
H -1.72182 -0.37912 -0.44508 0.01 0.21 0.07 0.04
H -1.84482 1.29888 -1.08008 -0.30 -0.37 0.54 0.07
H -4.43482 0.93088 -0.80108 -0.19 0.21 0.12 0.11
H -3.60982 0.93588 0.84392 0.23 -0.02 -1.70 0.13
H -3.51982 -1.31012 0.64292 0.05 0.35 -0.10 0.05
C 3.13418 -3.12412 1.88292 -0.17 -1.09 0.43 -0.06
C 2.51818 -3.33412 0.49992 2.02 -0.29 -0.70 -0.30
O 1.12018 -3.31712 0.58592 -0.33 -0.86 -0.28 -0.11
H 2.69518 -2.29512 2.33792 -0.77 1.96 0.28 0.00
H 4.19718 -2.93112 1.93192 0.31 -0.36 -0.30 0.08
H 2.83218 -3.86512 2.66592 0.52 -0.29 -1.10 0.10
H 2.92418 -4.24812 -0.00108 -0.59 0.25 0.60 0.13
H 2.78618 -2.56812 -0.25408 0.04 0.16 0.81 0.12
H 0.85818 -4.20912 0.80692 -0.57 -0.21 0.20 0.11
C 0.50218 1.17988 -3.70108 -0.04 -0.14 0.93 -0.12
C 0.32618 2.12788 -4.85308 0.09 -1.04 -1.75 -0.31
O -0.99882 1.91388 -5.35308 -0.15 0.59 -0.17 -0.09
H 0.50018 0.08288 -4.00208 -0.27 1.38 0.27 0.08
H -0.31682 1.42888 -2.96808 0.79 -0.69 -0.67 0.08
H 1.45318 1.38488 -3.20308 0.11 -0.08 -0.03 0.06
H 1.01518 1.89588 -5.70408 -0.06 0.11 0.69 0.11
H 0.49818 3.19188 -4.64408 -0.50 -0.36 0.33 0.11
H -1.05482 0.99288 -5.63908 0.01 0.22 0.09 0.08
C -2.67682 2.54188 3.49992 -1.21 0.11 -0.84 -0.06
C -1.63882 1.50088 3.32992 0.50 -1.34 -2.09 -0.34
O -0.94582 1.32288 4.52392 0.22 1.04 1.29 -0.08
H -3.41882 2.17888 4.16692 -0.60 -0.31 1.08 0.07
H -3.27982 2.79488 2.62692 0.47 -0.28 -0.50 0.08
H -2.32682 3.48188 3.86092 0.70 0.57 0.41 0.07
H -0.89982 1.69788 2.52092 -0.47 0.51 0.24 0.10
H -2.00882 0.47588 3.04992 -0.60 1.02 0.06 0.11
H -0.32882 0.64188 4.29192 0.38 -0.66 0.57 0.00
C 0.85918 0.30888 0.40092 1.58 6.38 -1.15 -0.50
O 0.94418 1.61988 0.85792 -0.31 -6.26 -2.12 -0.10
N 0.95318 -0.09312 -0.88008 -0.90 -1.44 1.64 0.21
N 0.85918 -0.70412 1.17192 -0.48 -2.81 2.30 0.19
H 1.19418 0.57888 -1.49608 0.54 2.19 -2.59 0.02
H 0.83218 -1.08712 -1.16408 0.30 1.37 0.12 0.09
H 0.92518 -0.50212 2.12192 -0.11 -0.01 1.70 0.04
H 0.93418 -1.68912 0.86792 -0.33 1.08 0.26 0.08
C 0.59318 -3.57012 -5.38508 -4.56 -3.57 5.06 -0.66
O -0.27982 -4.42912 -4.75008 4.09 3.97 -2.95 -0.12
N 1.04518 -3.71112 -6.56108 0.76 -4.24 -6.57 0.15
N 1.07718 -2.48812 -4.84608 0.22 2.20 3.08 0.15
H 0.79318 -4.62812 -7.00208 0.42 1.49 0.40 0.15
H 1.77818 -3.17812 -7.03808 -0.74 -0.24 0.75 0.13
H 0.81918 -2.37712 -3.85108 0.29 0.68 -0.97 0.05
H 1.89418 -2.04012 -5.23208 -0.25 -0.01 0.17 0.12
C -1.88682 -2.64312 2.78392 0.39 0.41 1.73 -0.13
O -1.91782 -1.60512 1.80492 -0.08 -1.15 0.43 -0.15
H -1.16382 -3.45712 2.59392 -0.18 0.31 -0.40 0.07
H -2.86982 -3.10412 2.95092 0.18 0.37 -0.45 0.09
H -1.57682 -2.19912 3.78392 -0.45 -0.47 -0.97 0.09
H -1.06682 -1.16212 1.89592 -0.03 0.30 -0.35 0.03
C -0.79482 -2.74512 -1.84308 -2.06 -2.58 0.25 -0.12
O 0.46518 -2.41112 -2.29808 1.56 0.20 0.21 -0.16
H -0.81582 -2.97112 -0.78808 0.24 0.25 0.59 0.06
H -1.11782 -3.71212 -2.31808 -0.04 1.14 -0.02 0.11
H -1.49282 -1.95512 -2.00308 -0.32 0.45 -0.48 0.07
H 0.96618 -3.23112 -2.33708 0.17 -0.16 0.18 0.11
C 1.85518 -0.04612 4.14692 0.39 1.66 1.08 -0.10
O 0.59918 -0.73612 3.99492 1.02 -1.69 0.21 -0.19
H 1.87818 1.02488 3.73592 -0.56 -1.80 -0.02 0.11
H 2.66518 -0.64412 3.73292 0.12 0.21 -0.01 0.07
H 1.97718 0.11488 5.23092 0.43 -0.18 -0.34 0.10
H 0.77218 -1.62912 4.41192 -0.68 1.49 -0.66 0.14
C 1.29218 4.05388 3.35492 -1.48 -1.38 0.05 -0.12
O 0.60718 3.93188 4.63792 1.65 1.96 -0.78 -0.13
H 1.95618 3.19288 3.23892 0.38 0.17 -0.04 0.05
H 1.86218 4.97788 3.26192 -0.30 -0.01 0.32 0.08
H 0.54718 3.92388 2.52592 0.60 0.55 0.58 0.07
H 0.09218 3.14888 4.60592 -0.92 -1.41 -0.04 0.00
```
Positions in Å, forces in eV/Å.

## Properties
HOMO energy in eV: -8.842
SMILES: NC(N)=O.NC(N)=O.CCO.CCO.CCO.CCO.CCO.CO.CO.CO.CO
LUMO in eV: -0.3
Charge: 0
DFT total energy in Ha: -1688.49166
Energy above the lowest of the compared OMol25 structures with the same formula, charge and spin in kJ/mol: 36.2


Computed, not measured: a structure of composition C21H15FN2O6SSe4W in a non-equilibrium geometry, with ωB97M-V/def2-TZVPD.

Structure (XYZ):
```
51
Properties=species:S:1:pos:R:3:forces:R:3:lowdin_charge:R:1
W -0.91944 -2.11755 -0.50393 -0.50 -2.73 -1.35 1.36
C 1.40404 4.57529 1.31175 0.81 1.64 1.61 -0.05
C 0.39848 4.54833 0.19808 -0.36 0.88 0.15 -0.29
C -0.85981 5.37858 0.55497 0.88 0.71 0.50 -0.12
C -1.86686 5.45389 -0.58883 0.38 -0.89 -0.68 -0.10
C -1.99942 4.04784 -1.18970 -2.32 -0.13 -0.07 -0.08
C -3.20207 3.69655 -1.85658 -0.12 1.83 1.04 0.09
C -3.63116 2.40663 -2.07797 0.00 -1.20 -0.34 -0.22
F -4.91461 2.18783 -2.47163 1.47 0.31 0.05 0.10
C -2.80218 1.32473 -1.84233 0.45 2.49 0.97 0.07
C -1.57454 1.62170 -1.14329 -1.28 -0.08 -0.56 -0.04
C -0.88346 0.55834 -0.47938 0.38 4.26 0.62 -0.39
O -1.56132 -0.37044 0.17237 0.23 -3.58 -1.38 -0.18
C 0.42664 0.82583 -0.10535 0.66 -0.20 -0.86 -0.03
C 0.87979 2.15571 0.07762 -3.03 -1.20 -1.05 0.12
N -0.00301 3.15482 -0.09578 0.95 -0.19 -0.97 0.04
C -1.13435 2.99433 -0.86272 -1.19 -2.44 0.01 -0.04
C 1.27705 -0.38701 0.10421 2.41 1.64 3.19 -0.49
O 2.14026 -0.29095 0.96772 -1.06 -1.15 -2.00 0.16
O 1.01180 -1.48026 -0.65775 -2.22 0.32 1.34 -0.25
H 1.52213 5.66142 1.65520 -0.04 -1.47 -0.61 0.13
H 2.38842 4.24823 0.99349 0.19 0.08 -0.03 0.08
H 1.17037 4.02256 2.25441 -0.32 0.20 -0.92 0.12
H 0.84448 4.94511 -0.73672 -0.18 -0.11 0.45 0.18
H -0.52284 6.39677 0.88663 -0.21 -0.86 -0.55 0.14
H -1.30975 4.95236 1.48299 0.07 0.05 -0.77 0.15
H -1.67966 6.10511 -1.46297 0.52 0.20 0.81 0.14
H -2.79467 5.79429 -0.14196 -0.41 -0.22 -0.31 0.13
H -3.98931 4.45732 -2.03559 0.84 -0.23 0.10 0.16
H -3.16872 0.39490 -2.18225 0.08 -1.24 0.28 0.10
H 1.85006 2.42216 0.34541 1.35 0.02 0.76 0.13
Se -0.58562 -1.24299 -3.01757 -1.15 -2.21 1.28 0.39
Se -2.23492 -2.67761 -4.13411 0.15 1.40 1.37 0.25
Se -2.97049 -3.55967 -1.98596 1.95 -0.05 1.45 0.14
Se -3.22350 -3.27531 0.46332 0.76 1.81 -1.70 0.40
O -0.16486 -2.70453 2.00908 0.45 -0.51 -2.41 0.04
C 0.36432 -3.61532 1.31246 -0.49 0.36 1.45 -0.50
N -0.24912 -3.98909 0.12984 0.31 1.90 -0.55 -0.28
S 0.56177 -5.34683 -0.63075 -1.11 -1.12 0.32 0.72
O 0.80963 -4.91583 -1.97685 0.28 -0.12 0.82 -0.27
O -0.19796 -6.54897 -0.37113 0.62 1.45 -0.46 -0.23
C 1.86503 -5.29661 0.58398 0.54 -0.14 0.06 -0.19
C 2.97307 -6.15060 0.61859 -0.52 -0.27 0.13 0.00
C 3.89697 -5.88212 1.62911 -1.48 1.16 0.27 -0.01
C 3.73322 -4.76995 2.48784 0.72 -0.25 0.13 -0.01
C 2.57175 -4.00838 2.52291 0.50 -0.68 -0.07 0.03
C 1.61135 -4.34236 1.59284 -0.45 0.13 -1.73 -0.13
H 3.08820 -7.06325 -0.00719 -0.17 1.06 0.27 0.15
H 4.66271 -6.58166 1.80650 1.16 -0.43 0.01 0.11
H 4.55783 -4.49259 3.15300 -0.40 -0.34 -0.09 0.13
H 2.43427 -3.22073 3.24398 -0.08 0.14 0.02 0.14
```
Positions in Å, forces in eV/Å.

## Properties
HOMO energy (spin up / spin down) in eV: -14.784 / -14.780
LUMO (spin up / spin down) in eV: -9.4 / -9.5
Charge: +2
DFT total energy in Ha: -11540.41142